DFT (wB97M-V/def2-TZVPD) results for a cluster of 4 separate species, C36H73N3O in total in a non-equilibrium geometry.

XYZ file:
```
113
Properties=species:S:1:pos:R:3:forces:R:3:mulliken_charge:R:1
C 7.950057 0.262719 -2.398702 0.52 0.96 0.15 -0.618
O 7.633517 -0.706503 -1.368209 -0.34 -0.16 -1.98 -0.289
C 7.305026 -2.005539 -1.945670 -0.50 -0.50 0.82 -0.467
C 6.462422 -2.810064 -0.817452 1.14 -0.15 -0.18 -0.498
C 5.960789 -4.266057 -1.307056 -0.31 0.49 0.82 -0.597
C 4.470907 -4.558492 -0.695912 0.53 -0.11 -0.52 -0.506
C 3.617861 -5.553173 -1.646632 -0.63 0.58 0.43 -0.581
C 2.271505 -4.805977 -2.162430 0.22 -0.68 0.06 -0.200
C 1.067676 -5.870664 -2.481216 1.09 0.51 0.35 -0.814
C 0.133228 -6.072720 -1.174907 0.16 -0.42 -0.22 -0.257
C -1.457470 -6.043514 -1.494110 -0.07 0.06 1.07 -0.737
C -2.124610 -4.580277 -1.191227 0.70 -0.75 0.54 -0.728
C -1.347794 -3.382017 -1.939521 0.22 0.41 0.59 0.730
C -0.384695 -2.672646 -0.881308 2.74 2.20 0.88 -0.131
N 0.415194 -2.056764 -0.214320 -4.26 -3.36 -3.30 -0.645
C -2.354230 -2.239721 -2.546094 -0.84 -1.47 -0.14 0.225
C -1.529509 -1.486247 -3.687195 0.69 2.73 -2.97 0.075
N -1.023927 -0.805245 -4.556928 -2.63 -3.87 4.86 -0.566
N -2.856988 -1.374219 -1.444367 2.65 2.60 -2.06 -0.409
C -2.810667 -0.073635 -1.728769 0.01 -0.02 1.00 0.402
C -3.811627 0.717149 -2.713178 1.39 -0.16 -1.21 -0.930
C -1.689719 0.838207 -0.990700 -1.81 0.56 1.50 -0.611
H 7.169727 0.302766 -3.237127 1.02 -0.30 1.12 0.279
H 9.009297 0.101890 -2.849068 -1.74 0.06 0.64 0.238
H 7.952580 1.302874 -1.899222 0.02 -1.71 -0.68 0.229
H 8.290064 -2.548915 -2.169285 -1.41 0.57 0.07 0.257
H 6.669914 -1.898726 -2.912258 1.04 -0.08 1.51 0.318
H 7.190344 -2.984027 0.070121 -1.32 0.53 -1.35 0.205
H 5.598457 -2.150537 -0.455238 1.24 -0.95 -0.64 0.305
H 6.693992 -5.033621 -0.869650 -1.09 0.96 -0.93 0.257
H 5.977258 -4.342222 -2.459174 -0.18 0.12 1.79 0.369
H 3.929992 -3.536855 -0.588699 0.81 -1.81 -0.18 0.262
H 4.578495 -5.026422 0.353919 -0.16 0.88 -1.62 0.252
H 3.282660 -6.494227 -1.053230 0.77 1.46 -1.09 0.298
H 4.266287 -5.830671 -2.554249 -1.07 0.08 1.42 0.323
H 2.559323 -4.208547 -3.099695 -0.61 -0.70 1.39 0.246
H 1.932348 -4.099251 -1.323397 0.45 -0.89 -1.44 -0.071
H 0.478377 -5.495332 -3.404401 0.84 -0.84 1.53 0.309
H 1.609948 -6.870346 -2.720708 -1.23 1.63 0.09 0.450
H 0.407444 -7.095761 -0.700801 -0.59 1.65 -0.80 0.373
H 0.416558 -5.287913 -0.367189 -0.66 -1.17 -1.38 0.147
H -1.707216 -6.429998 -2.550319 0.54 0.71 1.55 0.315
H -1.936986 -6.782758 -0.736356 0.55 1.27 -1.37 0.225
H -3.253416 -4.615912 -1.439847 1.87 0.28 0.40 0.371
H -1.958039 -4.414876 -0.054154 -0.71 -0.22 -1.91 0.188
H -0.735487 -3.817436 -2.825644 -0.82 0.92 1.66 0.119
H -3.263572 -2.845354 -2.946293 1.83 0.92 -0.24 0.421
H -4.426156 0.011434 -3.396131 0.90 1.07 1.49 0.287
H -3.142770 1.334672 -3.436157 -1.07 -0.86 1.20 0.286
H -4.474112 1.486041 -2.164693 1.09 -1.47 -0.56 0.297
H -2.236405 1.764323 -0.544393 0.99 -1.26 -0.89 0.006
H -1.225990 0.303248 -0.072853 -0.70 0.57 -1.95 0.318
H -0.887615 1.232982 -1.707447 -1.29 -0.89 0.75 0.258
C -3.909437 7.155222 2.350456 0.18 0.05 0.05 -1.357
C -3.873198 7.377425 0.844426 -0.14 0.02 0.02 0.279
C -5.020457 6.687961 0.104274 0.04 0.03 -0.15 -0.987
C -5.045050 5.160182 0.212364 -0.02 -0.01 0.17 -0.919
C -3.779837 4.450897 -0.272677 -0.13 -0.01 -0.02 -0.032
C -3.497044 4.670093 -1.751979 0.22 -0.03 -0.01 -1.106
H -3.800519 6.098486 2.606301 -0.03 0.06 0.02 0.303
H -3.090091 7.698113 2.830738 -0.09 -0.07 0.03 0.381
H -4.849103 7.519062 2.775312 0.04 -0.06 0.00 0.314
H -2.907464 7.047260 0.447906 -0.04 0.01 -0.03 -0.037
H -3.932618 8.453466 0.651093 0.04 -0.07 -0.05 0.322
H -4.980708 6.978510 -0.951186 -0.02 -0.03 0.04 0.335
H -5.971966 7.076485 0.485463 0.06 -0.02 -0.01 0.409
H -5.902701 4.787932 -0.360253 0.05 0.00 0.02 0.410
H -5.232433 4.872244 1.252616 0.00 0.03 -0.06 0.352
H -3.896707 3.375680 -0.096286 0.01 0.06 0.07 0.161
H -2.913560 4.765440 0.318260 -0.06 -0.01 0.00 0.274
H -4.332909 4.322112 -2.364999 0.02 0.07 -0.01 0.262
H -2.603789 4.113826 -2.051099 -0.07 0.06 -0.07 0.311
H -3.318651 5.724717 -1.977806 -0.04 -0.08 -0.02 0.327
C -0.554275 8.895010 -1.218827 -0.08 -0.17 0.04 -0.975
C -0.980431 9.691572 0.007044 0.01 0.11 -0.08 0.064
C -0.145377 10.953956 0.227435 -0.05 0.05 0.13 -0.898
C 1.345036 10.715940 0.489783 0.03 -0.08 -0.13 -0.743
C 1.662515 9.819258 1.687465 0.08 0.11 -0.05 -0.356
C 1.184717 10.394627 3.012864 -0.04 -0.16 0.13 -1.181
H 0.471129 8.528872 -1.127033 -0.05 0.02 -0.04 0.284
H -1.205856 8.025551 -1.347912 0.08 0.04 -0.06 0.139
H -0.624117 9.505361 -2.123523 0.05 -0.04 0.04 0.307
H -0.945305 9.048784 0.892736 0.00 0.05 0.00 0.089
H -2.027797 9.985707 -0.117392 0.05 -0.01 0.07 0.307
H -0.577124 11.517940 1.061340 0.04 -0.01 -0.04 0.333
H -0.242174 11.600579 -0.652489 -0.01 -0.05 0.04 0.390
H 1.828709 11.688761 0.636406 -0.02 -0.06 0.01 0.393
H 1.807147 10.284049 -0.404745 -0.04 0.04 0.04 0.313
H 2.748053 9.682237 1.739016 -0.08 -0.04 -0.05 0.356
H 1.234753 8.821799 1.543528 0.01 0.05 -0.03 0.256
H 1.634321 11.373675 3.198158 -0.06 -0.02 -0.01 0.298
H 1.467785 9.731885 3.835525 -0.05 0.11 -0.01 0.369
H 0.097151 10.503694 3.038023 0.08 0.03 0.01 0.270
C 0.558686 -10.266725 4.663918 0.11 0.03 0.16 -1.171
C -0.605340 -9.317649 4.915562 -0.06 -0.08 -0.07 -0.404
C -1.419265 -9.012995 3.656862 -0.11 0.10 0.04 -0.877
C -0.651813 -8.304911 2.535949 0.13 -0.10 0.00 -0.268
C -0.011756 -6.971028 2.923604 -0.06 -0.03 -0.14 -0.221
C -1.026194 -5.916667 3.342114 0.12 0.14 0.14 -1.239
H 1.285223 -9.840278 3.968036 -0.03 -0.06 0.02 0.279
H 1.082121 -10.477062 5.601073 0.01 -0.04 -0.12 0.376
H 0.204778 -11.217316 4.255222 0.05 0.06 -0.02 0.287
H -0.233080 -8.391489 5.365056 -0.05 -0.01 -0.04 0.237
H -1.270276 -9.772901 5.656855 0.01 0.08 -0.03 0.372
H -2.289452 -8.410934 3.940001 0.04 -0.02 -0.04 0.324
H -1.822044 -9.952098 3.259791 0.03 0.04 0.03 0.391
H -1.340294 -8.138450 1.698743 0.03 0.02 0.03 0.096
H 0.129137 -8.971217 2.152979 -0.06 0.01 0.02 0.365
H 0.547910 -6.591982 2.061377 0.02 -0.05 0.06 0.145
H 0.720747 -7.115468 3.724250 -0.03 -0.03 -0.04 0.329
H -1.743277 -5.724348 2.539289 -0.02 -0.02 0.05 0.232
H -0.518577 -4.976126 3.573891 -0.12 -0.03 -0.03 0.383
H -1.580068 -6.219819 4.234628 -0.01 0.03 -0.08 0.356
```
Forces are in eV/Å.

**SMILES**: COCCCCCCCCCC[C@H](C#N)[C@H](C#N)N=C(C)C.CCCCCC.CCCCCC.CCCCCC
**Gap between HOMO and LUMO**: 8.2 eV
**E_LUMO**: -0.35 eV
**HOMO level**: -8.506 eV
**Charge**: 0